Computed, not measured: the molecule C6H9N3S at a distorted geometry, with the ωB97M-V functional and the def2-TZVPD basis.

## Properties
Relative energy (zero: lowest compared OMol25 entry of this formula, charge and spin) in eV: 2.1860
Molecular weight in g/mol: 155.226
Orbital gap in eV: 8.825
HOMO in hartree: -0.31297
Max |F| in eV/Å: 3.59

```
! RIJCOSX wB97M-V def2-TZVPD def2/J DEFGRID3
* xyz 0 1
C 1.76749 -0.81180 -0.28961
C 2.77678 -0.70152 0.85512
C 3.21343 0.76485 -0.60151
C 0.19126 -1.23359 -0.10477
C -2.01846 -0.68764 0.39641
C -0.43984 1.09261 0.45049
N 2.12012 0.33878 -1.11604
N 3.64898 0.20756 0.62690
N -0.70155 -0.25892 0.05973
S 0.00735 -2.90615 -0.13638
H 2.36733 -1.69968 -0.68444
H 2.93325 -1.36563 1.79957
H 3.78903 1.66424 -0.78845
H -2.80228 0.08158 0.63814
H -2.48360 -1.47836 -0.29686
H -1.90386 -1.38358 1.17918
H -1.42451 1.62153 0.20138
H -0.34632 1.14454 1.62935
H 0.40120 1.37832 -0.26146
*
```